Density functional theory data (wB97M-V/def2-TZVPD) for an isolated molecule of C10H12N2O at a distorted geometry.

Structure (XYZ):
```
25
Properties=species:S:1:pos:R:3:forces:R:3:nbo_charge:R:1
C 1.292 0.286 -2.759 4.9 -1.7 -0.5 -0.229
C 0.289 1.039 -3.337 -2.9 0.8 -1.1 -0.244
C 1.530 0.234 -1.445 1.5 -0.8 1.2 -0.176
C -0.575 1.729 -2.568 -0.7 1.0 -1.3 -0.174
C 0.644 0.863 -0.415 -2.3 -0.4 -1.2 -0.149
C -0.484 1.782 -1.144 1.9 -2.1 1.9 0.110
C -0.925 1.717 1.690 -1.7 0.3 -0.7 0.020
C -0.456 0.500 1.691 2.2 -2.5 -2.1 0.124
C -0.265 -0.295 2.922 2.3 0.5 -1.9 -0.632
C -0.486 -1.295 -0.043 -2.0 1.4 0.2 -0.420
N -1.304 2.548 -0.550 -0.9 0.2 -1.8 -0.067
N 0.203 -0.162 0.563 -1.0 1.8 0.4 -0.436
O -1.544 2.522 0.743 0.8 0.5 1.0 -0.313
H 2.109 -0.131 -3.515 -1.9 0.5 1.9 0.219
H 0.129 0.892 -4.411 0.0 0.5 0.4 0.221
H 2.401 -0.332 -0.954 -1.3 0.8 -1.2 0.226
H -1.440 2.313 -2.945 0.8 -0.6 -0.1 0.230
H 1.144 1.509 0.241 1.2 1.3 0.4 0.234
H -1.369 2.060 2.563 -0.2 0.7 1.9 0.194
H 0.326 -1.163 2.729 0.2 -0.6 -0.3 0.224
H -1.117 -0.545 3.354 -4.1 -1.4 1.9 0.212
H 0.264 0.239 3.628 1.3 1.3 1.6 0.224
H 0.134 -1.395 -0.932 -0.4 -1.4 0.0 0.223
H -0.557 -2.129 0.718 0.1 0.7 -1.3 0.213
H -1.580 -0.947 -0.408 2.1 -1.0 0.8 0.167
```
Forces are in eV/Å.

Calculated values
- SMILES string: CC1=CON=C2C=CC=C[C@@H]2N1C
- HOMO level: -7.86 eV
- Electronic energy: -15586.70700 eV
- ΔE to the lowest compared entry with this formula, charge and spin: 617.8 kJ/mol

Density functional theory data (wB97M-V/def2-TZVPD) for a structure of composition C16H26BN2O6PS3 at a distorted geometry.

Structure (XYZ):
```
55
Properties=species:S:1:pos:R:3:forces:R:3:nbo_charge:R:1
C -0.293 -0.271 -4.161 0.5 -0.2 0.7 -0.925
P 1.463 -0.807 -4.402 0.3 0.3 -1.0 0.777
C 1.293 -2.630 -4.173 -0.4 0.5 0.5 -0.934
C 2.202 -0.209 -2.837 -0.2 -0.4 -0.3 -0.317
C 1.839 -0.855 -1.615 0.4 0.5 0.3 -0.168
C 2.313 -0.450 -0.402 -0.2 -0.3 0.2 -0.389
B 1.833 -1.207 0.893 0.6 0.3 -0.5 1.124
O 0.522 -1.589 0.994 -0.3 0.2 0.7 -0.908
O 2.737 -1.512 1.874 -0.3 0.4 0.1 -0.878
C 3.204 0.673 -0.400 -0.5 -0.8 0.2 0.187
N 3.734 1.229 0.684 0.4 0.5 0.2 -0.624
S 4.637 2.463 0.150 -0.3 -0.4 0.2 0.921
N 4.372 2.344 -1.416 0.3 0.4 -0.6 -0.611
C 3.559 1.309 -1.619 0.4 0.4 0.4 0.076
C 3.050 0.855 -2.856 -0.3 -0.4 -0.1 -0.151
H -0.405 0.729 -4.562 -0.2 0.1 -0.2 0.236
H -0.494 -0.229 -3.090 -0.2 0.0 0.1 0.221
H -0.985 -0.982 -4.598 -0.1 0.0 -0.3 0.230
H 2.211 -3.079 -3.812 0.2 -0.1 0.0 0.239
H 1.010 -3.057 -5.126 0.1 -0.1 -0.2 0.237
H 0.487 -2.831 -3.468 0.0 -0.3 0.1 0.212
H 1.155 -1.689 -1.653 -0.1 -0.1 0.0 0.212
H -0.065 -0.969 0.548 0.0 -0.1 -0.3 0.509
H 2.315 -1.418 2.734 0.1 -0.5 0.1 0.492
H 3.307 1.360 -3.772 0.1 0.1 -0.1 0.236
C 0.389 5.417 -0.182 -0.1 0.0 -0.1 -0.407
C -1.101 5.108 -0.372 0.1 0.0 0.0 -0.401
C -1.200 3.866 -1.266 -0.2 0.1 0.0 -0.674
S 0.304 2.919 -0.981 0.0 0.4 0.4 2.171
O 1.097 2.910 -2.182 -0.2 -0.2 -0.2 -0.941
O -0.011 1.699 -0.277 0.0 -0.2 -0.2 -0.958
C 1.052 4.086 0.153 0.0 0.2 0.2 -0.676
H 0.554 6.152 0.604 0.0 0.0 0.0 0.228
H 0.806 5.817 -1.109 0.0 0.0 0.0 0.218
H -1.557 4.900 0.598 0.0 0.0 0.0 0.211
H -1.637 5.948 -0.811 0.0 0.0 0.0 0.227
H -2.056 3.244 -1.017 0.1 -0.1 -0.1 0.255
H -1.226 4.128 -2.322 0.1 -0.1 0.0 0.249
H 2.130 4.085 0.006 0.0 -0.1 -0.1 0.255
H 0.809 3.763 1.165 0.0 0.0 0.0 0.241
C -1.688 -3.263 4.080 -0.1 0.0 0.0 -0.406
C -2.682 -4.363 4.480 0.0 0.0 0.0 -0.401
C -4.086 -3.870 4.106 0.1 -0.2 0.2 -0.677
S -3.867 -2.750 2.716 0.2 -0.2 0.0 2.170
O -4.251 -1.424 3.129 -0.1 0.0 -0.1 -0.947
O -4.414 -3.345 1.524 -0.1 0.1 0.0 -0.942
C -2.081 -2.840 2.669 0.2 0.0 0.2 -0.671
H -0.658 -3.615 4.115 0.0 0.0 0.0 0.227
H -1.780 -2.415 4.762 0.0 0.0 0.0 0.213
H -2.453 -5.278 3.929 0.0 0.0 0.0 0.210
H -2.620 -4.597 5.542 0.0 0.0 0.0 0.224
H -4.744 -4.680 3.801 -0.1 0.1 -0.1 0.251
H -4.545 -3.304 4.914 0.0 0.1 -0.1 0.245
H -1.676 -1.876 2.376 -0.1 0.0 -0.1 0.261
H -1.807 -3.598 1.936 0.0 0.0 0.0 0.243
```
Forces are in eV/Å.

Calculated values
- HOMO level: -8.23 eV
- Electronic energy: -74752.10096 eV

Density functional theory data (wB97M-V/def2-TZVPD) for a structure of composition C40H33N4O2OsP.

Structure (XYZ):
```
81
Properties=species:S:1:pos:R:3:forces:R:3:mulliken_spin:R:1
Os -0.224 0.037 0.267 0.8 -0.2 -0.5 2.862
C -4.751 -3.475 1.085 0.0 0.0 0.0 -0.006
C -4.048 -4.000 0.006 -0.1 0.0 0.0 0.003
C -2.802 -3.504 -0.323 0.1 0.1 -0.1 -0.009
C -2.253 -2.471 0.436 -0.1 -0.1 0.1 -0.034
C -2.949 -1.952 1.513 0.1 0.0 0.1 0.026
C -4.197 -2.454 1.840 0.0 0.0 0.1 0.008
N -0.956 -1.944 0.107 -0.2 0.2 0.1 -0.111
N -0.205 -2.768 -0.467 0.0 -0.2 0.0 0.123
C 0.999 -2.264 -0.938 0.1 0.1 -0.1 -0.041
C 1.890 -3.149 -1.527 -0.1 -0.1 0.0 -0.010
C 3.082 -2.652 -2.031 0.1 0.0 0.0 0.053
C 3.358 -1.293 -1.937 0.0 0.0 0.0 -0.019
C 2.452 -0.414 -1.345 0.0 -0.1 0.0 0.118
C 1.255 -0.886 -0.821 -0.2 0.0 0.1 -0.008
H -5.729 -3.864 1.336 0.0 0.0 0.0 0.000
H -4.476 -4.799 -0.585 0.0 0.0 0.0 0.000
H -2.253 -3.892 -1.170 0.0 0.0 0.0 -0.001
H -2.509 -1.176 2.116 0.0 0.1 0.1 -0.022
H -4.735 -2.044 2.685 0.0 0.0 0.0 0.000
H 1.639 -4.201 -1.581 0.0 0.0 0.0 0.000
H 3.792 -3.317 -2.502 0.0 0.0 0.0 0.002
H 4.288 -0.910 -2.338 0.0 0.0 0.0 0.000
H 2.705 0.638 -1.299 0.0 0.0 0.0 0.033
O 1.197 1.355 1.630 0.0 0.0 0.1 0.078
C 1.313 2.151 0.686 0.1 0.2 0.1 -0.075
N 2.045 3.287 0.603 0.1 -0.1 -0.2 -0.013
C 1.787 3.943 -0.665 -0.2 -0.3 0.1 0.017
C 0.819 2.891 -1.353 -0.1 0.0 -0.1 -0.006
O 0.372 3.013 -2.464 0.0 0.0 0.1 0.007
N 0.626 1.896 -0.453 0.0 0.1 0.2 0.004
C 1.179 5.341 -0.522 0.1 0.1 0.0 0.157
C 0.031 5.747 -1.203 -0.1 0.1 0.0 0.014
C -0.462 7.026 -1.006 0.0 0.0 0.0 0.001
C 0.196 7.915 -0.160 0.0 0.0 0.0 0.067
C 1.359 7.525 0.494 0.0 0.0 0.0 -0.026
C 1.856 6.249 0.307 0.0 0.0 0.0 0.041
C 2.986 4.176 -1.517 0.1 0.1 -0.2 0.229
C 2.764 4.726 -2.836 0.0 -0.1 0.2 0.189
C 3.824 5.020 -3.648 0.3 0.0 0.0 -0.039
C 5.120 4.782 -3.186 -0.1 0.0 0.1 0.234
C 5.352 4.225 -1.887 0.0 0.1 -0.3 0.124
C 4.303 3.930 -1.067 -0.2 0.1 0.0 -0.029
H 2.520 3.700 1.388 -0.1 0.0 0.1 -0.002
H -0.478 5.074 -1.880 0.0 0.0 0.0 -0.001
H -1.364 7.334 -1.519 0.0 0.0 0.0 0.000
H -0.191 8.916 -0.019 0.0 0.0 0.0 0.001
H 1.882 8.216 1.143 0.0 0.0 0.0 0.000
H 2.772 5.957 0.813 -0.1 0.0 0.0 0.000
H 1.749 4.880 -3.176 0.0 0.0 0.1 0.004
H 3.661 5.424 -4.637 0.0 0.0 0.0 0.002
H 5.967 5.019 -3.818 0.0 0.0 0.0 -0.002
H 6.366 4.038 -1.560 0.0 0.0 -0.1 0.001
H 4.480 3.503 -0.090 -0.1 0.0 0.0 -0.001
C -2.157 3.084 0.095 0.1 0.0 0.0 0.014
P -2.091 1.477 0.953 -0.7 0.1 0.0 0.057
C -3.769 0.871 0.635 0.1 0.1 -0.1 -0.014
C -4.004 0.262 -0.598 -0.1 0.0 0.1 0.004
C -5.289 -0.121 -0.947 0.1 0.0 0.0 0.005
C -6.339 0.099 -0.065 0.0 0.0 0.0 0.001
C -6.105 0.696 1.165 0.0 0.0 0.1 0.000
C -4.820 1.089 1.518 0.0 -0.1 0.0 0.002
C -1.969 1.898 2.712 0.1 -0.1 0.0 -0.002
C -1.535 0.935 3.625 0.0 0.1 0.0 -0.013
C -1.505 1.214 4.982 0.0 0.0 0.0 0.016
C -1.895 2.466 5.440 0.0 0.0 0.0 0.003
C -2.290 3.441 4.537 0.0 0.1 0.0 0.000
C -2.326 3.163 3.177 -0.1 0.0 0.1 -0.004
H -3.081 3.585 0.379 0.0 0.0 0.0 -0.002
H -2.179 2.899 -0.979 0.0 0.0 0.0 0.002
H -1.304 3.719 0.339 0.0 0.0 0.0 0.001
H -3.177 0.070 -1.273 0.0 0.0 -0.1 -0.005
H -5.471 -0.596 -1.903 0.0 0.0 0.0 0.000
H -7.344 -0.195 -0.338 0.0 0.0 0.0 0.000
H -6.924 0.859 1.855 0.0 0.0 0.0 0.000
H -4.637 1.546 2.484 0.0 0.0 0.0 0.000
H -1.180 -0.029 3.284 0.0 -0.1 0.0 -0.011
H -1.170 0.458 5.680 0.0 0.0 0.0 0.000
H -1.879 2.684 6.500 0.0 0.0 0.0 0.000
H -2.576 4.425 4.889 0.0 0.0 0.0 0.000
H -2.643 3.937 2.491 0.0 0.0 0.0 0.001
```
Forces are in eV/Å.

Calculated values
- HOMO level (spin up / spin down): -13.32 / -13.35 eV
- Electronic energy: -63810.55102 eV
- Spin multiplicity: 5
- Charge: +2

> Which of these has the lowest electronic energy?

C16H26BN2O6PS3

> The lowest electronic energy belongs to which entry?

C16H26BN2O6PS3

> electronic energy of number 1 (C10H12N2O)?

-15586.70700 eV

> electronic energy of number 3 (C40H33N4O2OsP)?

-63810.55102 eV